# 1
Here is 2 unconnected molecules or ions with the total composition C3H10N2O2 from OMol25. Energies are from the ωB97M-V functional and the def2-TZVPD basis.

Total charge = 0
Spin multiplicity = 1
Relative energy (zero: lowest compared OMol25 entry of this formula, charge and spin) = 30.5 kcal/mol
HOMO-LUMO gap = 10.04 eV
Structure (SMILES) = CCNC(N)=O.O

Element x y z (Å)
O1 1.0441 -0.8154 1.2106
O2 -0.8593 -0.7512 2.8406
N1 0.9014 -1.2626 -1.1770
N2 0.4265 0.8441 -0.1816
C1 0.8988 -0.5177 0.0111
C2 -0.1613 1.3893 -1.4179
C3 -1.6596 1.2340 -1.5129
H1 0.2811 1.2945 0.6728
H2 1.1967 -2.1812 -1.0295
H3 -2.0764 1.4346 -0.4582
H4 0.1362 2.5156 -1.3990
H5 0.0749 -0.8361 2.8163
H6 -1.0388 -1.4004 2.1564
H7 -0.0077 -1.2772 -1.7739
H8 0.3196 0.9552 -2.2731
H9 -1.9849 0.2511 -1.9418
H10 -2.1424 2.0729 -2.1512

Atom charges from the Mulliken analysis, given in e for atoms 1 to 8:
1 O -0.689
2 O -0.616
3 N -0.485
4 N -0.118
5 C 0.453
6 C -0.657
7 C -0.764
8 H 0.221

=====

# 2
Here is 2 unconnected molecules or ions with the total composition C3H10N2O2 from OMol25. Energies are from the ωB97M-V functional and the def2-TZVPD basis.

Total charge = 0
Spin multiplicity = 1
Relative energy (zero: lowest compared OMol25 entry of this formula, charge and spin) = 6.6 kcal/mol
HOMO-LUMO gap = 10.62 eV
Structure (SMILES) = CCNC(N)=O.O

Element x y z (Å)
O1 -2.9511 1.0205 -3.8850
O2 -0.6567 0.7636 -1.4552
N1 -0.7490 -1.3265 -0.5718
N2 0.8969 0.1735 0.1054
C1 1.0615 -0.4772 1.4095
C2 -0.1853 -0.0767 -0.7113
C3 1.4022 0.5465 2.4966
H1 0.1473 -0.9680 1.7316
H2 1.0329 1.5279 2.2341
H3 1.8840 -1.1879 1.3532
H4 1.1027 1.1637 0.1145
H5 2.4842 0.6347 2.5778
H6 -2.5785 1.1090 -2.9974
H7 0.9351 0.2716 3.4380
H8 -2.2966 0.4406 -4.2956
H9 -0.1414 -2.0572 -0.2303
H10 -1.3882 -1.5579 -1.3141

Atom charges from the Mulliken analysis, given in e for atoms 1 to 8:
1 O -0.651
2 O -0.617
3 N -0.420
4 N -0.292
5 C -0.321
6 C 0.451
7 C -1.130
8 H 0.359

=====

# 3
Here is 2 unconnected molecules or ions with the total composition C3H10N2O2 from OMol25. Energies are from the ωB97M-V functional and the def2-TZVPD basis.

Total charge = 0
Spin multiplicity = 1
Relative energy (zero: lowest compared OMol25 entry of this formula, charge and spin) = 122.3 kcal/mol
HOMO-LUMO gap = 8.32 eV

Element x y z (Å)
O1 -0.8576 1.6182 0.3741
O2 -0.5000 -0.1948 2.2785
N1 0.3074 -0.8903 -2.1827
N2 -0.6814 -0.3304 -1.3508
C1 1.3184 0.5008 0.5260
C2 -0.1795 0.4373 0.4684
C3 -0.9016 -0.7941 0.1696
H1 -1.3694 0.0866 2.5943
H2 -1.3506 0.3090 -1.7707
H3 1.1378 -0.3054 -2.2254
H4 0.5643 -1.8259 -1.8778
H5 -0.2440 2.3498 0.5298
H6 1.5781 0.8007 1.5444
H7 -0.3595 -1.7101 0.3697
H8 1.7265 1.2150 -0.1940
H9 1.7770 -0.4770 0.3725
H10 -1.9658 -0.7894 0.3742

Atom charges from the Mulliken analysis, given in e for atoms 1 to 8:
1 O -0.473
2 O -0.788
3 N -0.646
4 N -0.134
5 C -1.697
6 C 1.214
7 C -0.521
8 H 0.226

=====

# 4
Here is 2 unconnected molecules or ions with the total composition C3H10N2O2 from OMol25. Energies are from the ωB97M-V functional and the def2-TZVPD basis.

Total charge = 0
Spin multiplicity = 1
Relative energy (zero: lowest compared OMol25 entry of this formula, charge and spin) = 37.7 kcal/mol
HOMO-LUMO gap = 9.86 eV
Structure (SMILES) = CC(=O)NCN.O

Element x y z (Å)
O1 0.1221 -3.7431 -1.5088
O2 0.1030 1.1995 1.9475
N1 -2.0388 0.0490 -0.8933
N2 0.1819 0.5421 -0.1987
C1 0.7581 1.1070 0.9108
C2 -0.8908 -0.4490 -0.1904
C3 1.8799 2.1284 0.6610
H1 1.0147 -3.8010 -1.1475
H2 0.1728 -3.6688 -2.4540
H3 -1.1944 -0.7140 0.8256
H4 1.6749 3.0522 1.1777
H5 -0.4521 -1.3892 -0.5532
H6 2.7691 1.6280 1.0556
H7 -2.9008 -0.4146 -0.6401
H8 2.0591 2.3577 -0.3848
H9 0.1516 1.0786 -1.0590
H10 -2.2599 1.0071 -0.6512

Atom charges from the Mulliken analysis, given in e for atoms 1 to 8:
1 O -0.646
2 O -0.603
3 N -0.654
4 N -0.303
5 C 0.620
6 C -0.300
7 C -0.938
8 H 0.319

=====

# 5
Here is 2 unconnected molecules or ions with the total composition C3H10N2O2 from OMol25. Energies are from the ωB97M-V functional and the def2-TZVPD basis.

Total charge = 0
Spin multiplicity = 1
Relative energy (zero: lowest compared OMol25 entry of this formula, charge and spin) = 20.0 kcal/mol
HOMO-LUMO gap = 10.04 eV
Structure (SMILES) = CN(C)C(N)=O.O

Element x y z (Å)
O1 0.8037 1.2366 3.5223
O2 1.3193 -0.1692 0.9436
N1 0.7568 -1.9359 -0.3543
N2 -0.4316 0.0622 -0.4388
C1 0.6193 -0.6562 0.0334
C2 -0.1872 1.4860 -0.6455
C3 -1.3498 -0.4921 -1.3634
H1 -0.7050 1.8541 -1.5263
H2 1.0707 1.2384 2.5852
H3 1.6256 -2.3013 0.0404
H4 -2.1216 0.2241 -1.6805
H5 0.2921 -2.3621 -1.1079
H6 -0.8168 -0.8270 -2.2689
H7 -1.8512 -1.4415 -0.9095
H8 -0.6308 2.0193 0.1899
H9 0.7674 0.2847 3.7276
H10 0.8390 1.7800 -0.7473

Atom charges from the Mulliken analysis, given in e for atoms 1 to 8:
1 O -0.651
2 O -0.700
3 N -0.396
4 N 0.174
5 C 0.478
6 C -1.045
7 C -1.091
8 H 0.427

=====

# 6
Here is a single C3H10N2O2 molecule from OMol25. Energies are from the ωB97M-V functional and the def2-TZVPD basis.

Total charge = 0
Spin multiplicity = 1
Relative energy (zero: lowest compared OMol25 entry of this formula, charge and spin) = 28.4 kcal/mol
HOMO-LUMO gap = 10.13 eV
Structure (SMILES) = C[C@H](O)N[C@H](N)O

Element x y z (Å)
O1 -0.2483 -1.1197 1.7245
O2 0.3771 1.3399 -1.3406
N1 -1.1685 0.0288 -0.1542
N2 0.0321 1.3100 1.4311
C1 0.9653 -0.9478 -1.1516
C2 -0.1892 0.0593 -1.2323
C3 -0.7789 0.1674 1.2167
H1 0.5858 -1.9373 -0.9057
H2 0.2867 1.4034 2.4048
H3 -0.3228 1.9859 -1.1856
H4 -1.7409 -0.8064 -0.2238
H5 1.6958 -0.6357 -0.4074
H6 1.4696 -0.9819 -2.1148
H7 -0.7773 -0.1626 -2.1407
H8 -1.6955 0.2601 1.8112
H9 0.8556 1.3303 0.8404
H10 0.6533 -1.2934 1.4279

Atom charges from the Mulliken analysis, given in e for atoms 1 to 8:
1 O -0.558
2 O -0.568
3 N -0.300
4 N -0.550
5 C -1.252
6 C 0.095
7 C -0.041
8 H 0.350

=====

# 7
Here is 2 unconnected molecules or ions with the total composition C3H10N2O2 from OMol25. Energies are from the ωB97M-V functional and the def2-TZVPD basis.

Total charge = 0
Spin multiplicity = 1
Relative energy (zero: lowest compared OMol25 entry of this formula, charge and spin) = 124.5 kcal/mol
HOMO-LUMO gap = 9.45 eV
Structure (SMILES) = C=NN(C)O.CO

Element x y z (Å)
O1 1.5156 0.9288 -0.7618
O2 -1.0575 -1.3085 -0.8392
N1 -0.4239 -0.7216 0.2962
N2 -0.4676 -1.5508 1.3153
C1 1.2552 0.9663 -2.1524
C2 -0.9348 0.8552 0.4783
C3 -0.1450 -1.2136 2.5028
H1 1.3841 2.0044 -2.4754
H2 -0.1885 -1.9827 3.2549
H3 -1.4175 1.0267 -0.4756
H4 -1.2753 -2.2117 -0.5651
H5 1.2577 0.0581 -0.4249
H6 1.9636 0.3245 -2.6963
H7 0.2303 0.6339 -2.3746
H8 -1.6308 0.7868 1.3168
H9 -0.2486 1.6297 0.7950
H10 0.1831 -0.2256 2.8060

Atom charges from the Mulliken analysis, given in e for atoms 1 to 8:
1 O -0.515
2 O -0.478
3 N 0.520
4 N -0.768
5 C -0.536
6 C -0.897
7 C -0.427
8 H 0.235

=====

# 8
Here is a molecular structure, C3H10N2O2 from OMol25. Energies are from the ωB97M-V functional and the def2-TZVPD basis.

Total charge = 0
Spin multiplicity = 1
Relative energy (zero: lowest compared OMol25 entry of this formula, charge and spin) = 104.4 kcal/mol
HOMO-LUMO gap = 8.93 eV

Element x y z (Å)
O1 -1.9304 -0.7529 0.2263
O2 2.1027 -2.1560 1.7247
N1 -0.7842 -0.4527 -0.5457
N2 0.5548 1.2850 -1.1480
C1 -1.6328 1.8469 -0.1624
C2 -0.6468 0.8394 -0.6971
C3 1.3759 -1.7857 0.6161
H1 -2.5778 1.7427 -0.6986
H2 -2.0983 -1.6810 -0.0003
H3 1.2651 0.5320 -1.2535
H4 1.5762 -0.4268 0.6556
H5 -1.8099 1.6889 0.9042
H6 -1.2530 2.8640 -0.2792
H7 2.8921 -1.5823 1.7259
H8 0.4293 -2.3194 0.6129
H9 1.8969 -1.9128 -0.3272
H10 0.6401 2.2708 -1.3537

Atom charges from the Mulliken analysis, given in e for atoms 1 to 8:
1 O -0.416
2 O -0.529
3 N -0.456
4 N -0.437
5 C -1.012
6 C 0.685
7 C -0.291
8 H 0.274

=====

# 9
Here is 2 unconnected molecules or ions with the total composition C3H10N2O2 from OMol25. Energies are from the ωB97M-V functional and the def2-TZVPD basis.

Total charge = +1
Spin multiplicity = 2
Relative energy (zero: lowest compared OMol25 entry of this formula, charge and spin) = 71.2 kcal/mol
HOMO-LUMO gap (spin up / spin down) = 10.96 / 6.01 eV

Element x y z (Å)
O1 -1.1900 -1.8638 0.5623
O2 0.7724 1.4188 2.1602
N1 -1.6618 0.1057 -1.3130
N2 0.7394 0.0984 -0.9592
C1 -0.4640 0.8477 -0.8136
C2 0.9568 -1.1541 -0.2547
C3 -0.0303 -1.5685 0.8008
H1 1.8681 -1.0263 0.4367
H2 1.0796 1.5327 1.2785
H3 -1.9987 -0.4180 -0.5113
H4 0.3393 -1.5040 1.8622
H5 -0.6812 1.1354 0.2341
H6 -2.2910 0.6178 -1.9795
H7 1.1596 2.1617 2.7063
H8 1.1106 -1.9823 -0.9163
H9 0.5299 -0.2150 -1.8999
H10 -0.2390 1.8139 -1.3936

Atom charges from the Mulliken analysis, given in e for atoms 1 to 8:
1 O -0.461
2 O -0.607
3 N -0.271
4 N -0.133
5 C -0.630
6 C -0.410
7 C 0.147
8 H 0.278

=====

# 10
Here is 2 unconnected molecules or ions with the total composition C3H10N2O2S from OMol25. Energies are from the ωB97M-V functional and the def2-TZVPD basis.

Total charge = 0
Spin multiplicity = 1
Relative energy (zero: lowest compared OMol25 entry of this formula, charge and spin) = 33.4 kcal/mol
HOMO-LUMO gap = 9.95 eV
Structure (SMILES) = NC(=O)[C@@H](N)CS.O

Element x y z (Å)
S1 0.3611 3.5621 0.3809
O1 -1.5318 -0.5204 0.6531
O2 -1.8580 -2.8178 -1.9347
N1 0.2378 -1.7592 1.1658
N2 1.5482 0.2486 -0.4933
C1 -0.2996 1.8607 -0.1155
C2 0.5121 0.7025 0.4582
C3 -0.3117 -0.5931 0.7545
H1 2.0218 1.0432 -0.9223
H2 -0.5081 1.7537 -1.1787
H3 -1.4193 -1.9641 -2.0961
H4 -1.2898 1.7561 0.3874
H5 1.2585 -1.7466 1.1568
H6 -1.7939 -2.9480 -0.9864
H7 -0.2417 -2.6218 1.3679
H8 1.2407 3.2536 1.3234
H9 1.0265 0.0010 -1.3424
H10 1.0472 0.7894 1.4212

Atom charges from the Mulliken analysis, given in e for atoms 1 to 8:
1 S -0.219
2 O -0.608
3 O -0.625
4 N -0.340
5 N -0.721
6 C -0.599
7 C -0.045
8 C 0.283

=====

# 11
Here is 4 unconnected molecules or ions with the total composition C3H10N2O3 from OMol25. Energies are from the ωB97M-V functional and the def2-TZVPD basis.

Total charge = 0
Spin multiplicity = 1
Relative energy (zero: lowest compared OMol25 entry of this formula, charge and spin) = 24.5 kcal/mol
HOMO-LUMO gap = 9.64 eV
Structure (SMILES) = c1c[nH]cn1.O.O.O

Element x y z (Å)
O1 -0.7976 2.6566 -2.5188
O2 2.2812 2.8689 2.6265
O3 1.2932 0.2203 -2.4044
N1 -0.7523 -0.4374 0.4796
N2 -1.3494 -2.5575 0.5972
C1 0.3615 -1.2211 0.6701
C2 -1.7549 -1.2726 0.4448
C3 0.0213 -2.5310 0.7695
H1 1.3566 -0.8061 0.7641
H2 0.8783 1.0160 -2.7639
H3 -2.7919 -1.0027 0.3407
H4 -0.4476 3.4912 -2.1870
H5 1.1573 0.2580 -1.4545
H6 0.6138 -3.4075 0.9514
H7 1.8223 2.6627 3.4498
H8 1.7557 3.5896 2.2570
H9 -1.9181 -3.3454 0.8583
H10 -1.6967 2.6414 -2.1580

Atom charges from the Mulliken analysis, given in e for atoms 1 to 8:
1 O -0.619
2 O -0.634
3 O -0.654
4 N -0.489
5 N -0.088
6 C -0.259
7 C -0.196
8 C -0.429

=====

# 12
Here is a single C3H10N2O3 molecule from OMol25. Energies are from the ωB97M-V functional and the def2-TZVPD basis.

Total charge = 0
Spin multiplicity = 1
Relative energy (zero: lowest compared OMol25 entry of this formula, charge and spin) = 131.0 kcal/mol
HOMO-LUMO gap = 10.24 eV
Structure (SMILES) = C[C@H](N(C)O)N(O)O

Element x y z (Å)
O1 -2.6430 -0.4570 0.3932
O2 1.5021 1.6445 -0.1882
O3 -1.0948 -0.2056 2.1543
N1 0.9111 0.5164 0.5107
N2 -1.1962 -0.6390 0.7789
C1 -0.5244 0.3728 -0.0477
C2 1.7823 -0.6125 0.1808
C3 -0.5865 0.0299 -1.5378
H1 0.0584 0.6966 -2.1198
H2 1.3850 -1.5456 0.5913
H3 2.7672 -0.4549 0.6353
H4 -0.2782 -1.0025 -1.7324
H5 1.6350 2.2837 0.5363
H6 -1.6049 0.1528 -1.9212
H7 -0.9973 1.3493 0.1163
H8 -0.1397 -0.0050 2.2274
H9 1.9385 -0.7350 -0.8968
H10 -2.9145 -1.3888 0.3191

Atom charges from the Mulliken analysis, given in e for atoms 1 to 8:
1 O -0.448
2 O -0.454
3 O -0.456
4 N -0.189
5 N -0.123
6 C 0.531
7 C -0.857
8 C -1.566

=====

What did we get for maximum force? Answer: 5.04, 0.53, 4.65, 4.76, 2.82, 1.17, 3.23, 4.75, 3.85, 3.17, 0.71, 2.45 eV/Å, in the order shown.